C2H2Br2ClNO | ωB97M-V with the def2-TZVPD basis set

Structure (XYZ):
```
9
Properties=species:S:1:pos:R:3
Br -0.456 -1.033 -1.694
Br -1.050 1.917 -1.379
Cl -2.914 -0.103 -0.159
O 0.093 0.543 2.086
N 1.531 -0.536 0.456
C -1.279 0.272 -0.390
C 0.704 0.082 1.226
H 2.491 -0.211 0.341
H 0.880 -0.931 -0.487
```

Computed properties:
* HOMO: -7.86 eV
* Kohn-Sham gap: 0.2892 Eh
* charge: 0

These are the Mulliken partial charges, in e, on atoms 1 to 8: -0.1693 -0.1070 -0.1356 -0.2316 -0.3652 -0.2966 0.7010 0.2717


C41H65As2NO13Si3Ti | ωB97M-V with the def2-TZVPD basis set

Structure (XYZ):
```
126
Properties=species:S:1:pos:R:3
As -1.392 0.871 4.840
As 0.213 -1.384 2.423
Ti 0.703 0.338 -0.567
Si 3.467 2.214 -0.573
Si 1.936 2.201 -3.325
Si 3.041 -0.479 -1.947
O 3.256 0.527 4.321
O 1.666 0.040 6.810
O -0.374 -1.329 -1.617
O -3.698 -2.533 2.677
O 1.167 2.144 6.141
O -1.862 -3.479 1.816
O 3.093 -1.308 3.047
O -3.705 -1.916 5.450
O 2.093 -1.127 -0.625
O -0.906 1.236 -1.718
O -1.781 1.751 0.930
O -4.376 -0.063 4.339
O -2.372 -0.734 0.174
N 1.267 7.112 6.639
C 1.241 6.310 5.817
C 3.573 2.420 -4.210
C 0.948 1.393 1.057
C 2.329 3.589 3.540
C 2.672 -1.477 -3.476
C 0.883 1.440 -4.686
C 1.115 3.239 2.945
C -1.210 -2.364 -1.024
C -2.160 -0.746 4.069
C -3.506 -1.026 4.674
C -1.644 2.828 0.037
C -2.581 -1.855 -0.655
C 2.580 -0.317 3.794
C -4.463 -3.730 2.429
C -3.506 0.093 0.365
C 0.479 0.345 4.790
C 3.956 1.234 0.962
C 1.020 2.224 1.951
C 1.199 5.280 4.814
C -2.386 -2.596 2.460
C 2.162 -2.541 -0.336
C 1.084 -0.324 3.810
C -0.058 3.918 3.299
C -1.777 0.500 6.722
C 5.102 2.566 -1.440
C 1.178 3.878 -2.950
C 1.774 2.713 7.325
C 2.205 1.176 -1.708
C 2.804 3.914 -0.154
C -1.649 0.397 -2.634
C 2.370 4.612 4.465
C -0.840 -0.838 -2.879
C -3.085 1.270 1.233
C -1.623 -1.485 3.101
C -1.738 2.413 -1.411
C -0.019 4.934 4.231
C 4.529 -1.425 3.104
C 1.217 0.815 6.014
C -5.684 -0.126 4.954
C 0.802 -3.138 3.103
C 4.828 -0.787 -1.562
H 5.861 2.600 -0.653
H -3.108 -2.657 -0.132
H 4.223 3.168 -3.767
H 3.210 -2.819 -0.235
H -3.178 -1.597 -1.538
H -2.601 0.166 -2.170
H -0.190 1.490 -4.532
H 0.624 -3.167 4.177
H 2.825 -0.888 -4.381
H -3.831 2.068 1.164
H 1.664 -1.891 -3.506
H -1.838 0.944 -3.555
H -6.377 -0.578 4.248
H 1.922 4.669 -3.062
H 3.306 4.889 4.931
H 0.775 3.965 -1.941
H 3.764 1.845 1.844
H -3.036 0.943 2.271
H 0.228 -3.915 2.612
H -5.977 0.897 5.164
H 4.842 -1.611 4.129
H -4.170 -4.192 1.490
H 1.863 -3.261 2.914
H 1.082 2.092 -5.542
H -0.996 3.627 2.844
H 5.173 -0.423 -0.600
H 1.156 0.435 -5.007
H 5.436 1.841 -2.178
H 3.341 2.757 -5.224
H 3.434 0.291 1.115
H -1.269 -3.195 -1.728
H 4.989 -1.868 -1.603
H -4.310 -0.449 0.873
H -1.430 -1.598 -3.393
H -2.397 3.607 0.206
H -3.896 0.416 -0.609
H -2.763 2.128 -1.645
H -1.285 1.264 7.322
H 0.037 -0.611 -3.478
H 5.464 -0.360 -2.341
H -0.665 3.261 0.244
H -0.688 -2.682 -0.126
H 3.234 3.051 3.303
H -5.502 -3.418 2.401
H -1.437 -0.489 7.020
H 5.030 1.043 0.940
H -5.643 -0.716 5.864
H 2.967 4.603 -0.983
H 3.392 4.292 0.689
H 1.646 -2.734 0.598
H 5.100 3.547 -1.914
H 0.998 3.233 7.881
H 3.368 -2.317 -3.528
H -2.851 0.587 6.875
H -0.920 5.459 4.517
H 5.000 -0.514 2.744
H 1.703 -3.101 -1.150
H 0.381 4.093 -3.665
H 2.531 3.419 6.995
H 1.758 3.958 0.134
H -1.440 3.218 -2.081
H 4.144 1.493 -4.309
H -4.302 -4.428 3.248
H 4.781 -2.271 2.472
H 2.223 1.932 7.930
```

Computed properties:
* HOMO: -13.17 eV
* Kohn-Sham gap: 0.2419 Eh
* charge: +2

These are the Mulliken partial charges, in e, on atoms 1 to 8: 1.2403 2.2444 -1.0478 0.6572 0.7007 -0.0257 -0.6370 -0.5606